# 1
A structure of composition C6H14DyO3 in a non-equilibrium geometry, computed with the ωB97M-V functional and the def2-TZVPD basis.

Last column: Löwdin charge in e.
Atoms and positions in Å:
Dy 2.348 -7.720 -4.529  1.809
O 3.597 -6.659 -2.922  -0.492
O -0.565 -9.200 -3.228  -0.007
O 0.760 -6.880 -2.958  -0.483
C 1.692 -5.615 -1.924  -0.180
C 5.012 -6.810 -2.929  -0.059
C -0.601 -6.904 -2.789  -0.254
C 3.078 -6.166 -1.687  -0.244
C -1.262 -8.180 -3.071  0.020
C -1.133 -10.529 -3.367  0.071
H -2.224 -10.472 -3.320  0.121
H -0.713 -11.116 -2.547  0.127
H 3.052 -6.988 -0.954  0.145
H 5.294 -7.247 -3.895  0.087
H 5.321 -7.485 -2.118  0.121
H -0.855 -6.705 -1.723  0.180
H 1.730 -4.896 -2.756  0.074
H 3.737 -5.368 -1.313  0.135
H 5.485 -5.825 -2.813  0.125
H 1.593 -4.132 -1.078  0.165
H -2.354 -8.264 -2.992  0.187
H 1.107 -5.805 -1.013  0.060
H -1.151 -6.144 -3.386  0.175
H -0.776 -10.903 -4.329  0.119

Spin multiplicity   7
E   -1346.9327 a.u.
Energy above the lowest of the compared OMol25 structures with the same formula, charge and spin   51.3 kcal/mol
F_max   7.26 eV/Å
HOMO energy (alpha / beta)   -13.294 / -13.142 eV
Total charge   +2


# 2
The ion C6H12N3O with charge +1 in a non-equilibrium geometry, computed with the ωB97M-V functional and the def2-TZVPD basis.

Last column: Löwdin charge in e.
Atoms and positions in Å:
O 1.977 -0.494 -1.301  0.120
N 3.443 -0.434 0.476  0.288
N 0.519 1.627 0.144  0.097
N 1.664 1.059 0.507  0.088
C -1.870 1.340 -0.302  -0.107
C -0.458 -0.609 0.247  -0.127
C 2.155 0.080 -0.102  -0.430
C -2.706 0.056 -0.355  -0.171
C -1.937 -0.930 0.528  -0.166
C -0.496 0.873 0.002  -0.273
H 1.396 0.019 -1.878  0.148
H -2.204 1.998 0.502  0.136
H -2.189 -1.963 0.306  0.115
H -0.151 -1.148 -0.653  0.121
H 0.185 -0.900 1.076  0.120
H 3.391 -1.455 0.596  0.186
H -3.721 0.217 0.005  0.117
H 4.233 -0.234 -0.158  0.188
H 3.599 0.034 1.380  0.185
H -1.908 1.926 -1.221  0.128
H -2.766 -0.320 -1.378  0.117
H -2.157 -0.741 1.578  0.120

E   -475.0308 a.u.
Energy above the lowest of the compared OMol25 structures with the same formula, charge and spin   75.4 kcal/mol
F_max   2.01 eV/Å
SMILES   [NH3+]/C(O)=N/N=C1CCCC1
HOMO energy   -13.645 eV
Total charge   +1


# 3
A structure of composition CH3N5O2 in a non-equilibrium geometry, computed with the ωB97M-V functional and the def2-TZVPD basis.

Last column: Löwdin charge in e.
Atoms and positions in Å:
O 1.774 -0.603 -1.228  0.062
O 1.956 1.329 -0.324  0.054
N -1.099 -2.922 -0.839  0.157
N 1.444 0.269 -0.477  -0.349
N -0.048 -0.118 0.540  -0.081
N -1.010 -0.466 -0.374  0.002
N -0.255 1.022 1.258  0.022
C -0.981 -1.782 -0.630  -0.298
H 0.334 1.221 2.190  0.184
H -0.490 1.813 0.690  0.077
H -1.625 0.238 -0.807  0.170

E   -463.9362 a.u.
Energy above the lowest of the compared OMol25 structures with the same formula, charge and spin   61.6 kcal/mol
F_max   3.93 eV/Å
HOMO energy   -9.467 eV


# 4
The molecule C4H6ClN2P in a non-equilibrium geometry, computed with the ωB97M-V functional and the def2-TZVPD basis.

Last column: Löwdin charge in e.
Atoms and positions in Å:
Cl -2.332 2.191 1.385  0.543
P 1.573 -0.673 -1.607  0.940
N 0.101 -1.430 -0.982  -0.395
N 0.442 -0.135 -0.501  -0.388
C 0.327 2.124 -0.023  -0.102
C 0.061 -2.499 -0.071  -0.188
C -1.440 0.706 1.191  -0.433
C -0.352 0.785 0.215  -0.385
H 0.682 -2.348 0.813  0.074
H 1.144 2.137 -0.808  0.081
H -0.294 2.840 -0.269  -0.012
H -0.990 -2.468 0.269  0.082
H 0.219 -3.495 -0.536  0.088
H 0.861 2.265 0.926  0.095

E   -1066.8165 a.u.
Energy above the lowest of the compared OMol25 structures with the same formula, charge and spin   144.1 kcal/mol
F_max   5.82 eV/Å
HOMO energy (alpha / beta)   -8.100 / -7.939 eV


# 5
The molecule C5H6Br2 in a non-equilibrium geometry, computed with the ωB97M-V functional and the def2-TZVPD basis.

Last column: Löwdin charge in e.
Atoms and positions in Å:
Br -0.592 0.687 2.800  0.662
Br 0.324 -2.465 -2.239  0.731
C -0.108 -0.351 -0.376  -0.443
C -1.443 -0.611 -0.309  -0.004
C 0.618 1.229 1.403  -0.518
C 0.314 1.128 -0.003  -0.251
C 0.857 -1.201 -0.971  -0.537
H 1.612 1.259 1.549  0.001
H 1.821 -1.109 -0.621  0.031
H -1.831 -1.612 -0.508  0.041
H -0.526 1.709 -0.153  0.081
H -2.260 0.093 0.045  0.085
H 1.213 1.244 -0.617  0.120

E   -5341.9840 a.u.
Energy above the lowest of the compared OMol25 structures with the same formula, charge and spin   81.7 kcal/mol
F_max   3.69 eV/Å
HOMO energy (alpha / beta)   -7.955 / -8.174 eV


# 6
A structure of composition C6H9F in a non-equilibrium geometry, computed with the ωB97M-V functional and the def2-TZVPD basis.

Last column: Löwdin charge in e.
Atoms and positions in Å:
F 2.391 0.261 -0.024  0.037
C -1.168 0.737 -0.018  -0.168
C 1.044 0.027 -0.068  -0.472
C 0.353 -0.789 1.051  -0.060
C 0.209 1.314 -0.046  -0.139
C 0.294 -0.880 -1.063  -0.054
C -0.791 -0.773 0.006  -0.252
H -1.598 -1.453 0.080  0.120
H 0.373 1.993 -0.932  0.135
H -1.771 1.017 0.915  0.136
H 0.304 -0.247 2.001  0.113
H 0.742 -1.836 -1.143  0.106
H 0.760 -1.837 1.239  0.139
H 0.162 -0.407 -2.026  0.116
H 0.427 1.843 0.937  0.136
H -1.730 1.029 -0.909  0.108

E   -333.8431 a.u.
Energy above the lowest of the compared OMol25 structures with the same formula, charge and spin   8.3 kcal/mol
F_max   2.36 eV/Å
HOMO energy   -10.596 eV


# 7
A cluster of 2 separate species, C2H10N4 in total in a non-equilibrium geometry, computed with the ωB97M-V functional and the def2-TZVPD basis.

Last column: Löwdin charge in e.
Atoms and positions in Å:
N 0.152 -1.600 -1.092  0.000
N 1.490 -0.678 0.749  -0.017
N -0.376 1.709 0.221  0.055
N -2.562 2.165 -0.367  0.038
C 1.288 -1.758 -0.219  -0.357
C -1.713 1.700 0.467  -0.411
H 1.479 -0.952 1.720  0.070
H 1.202 -2.701 0.326  0.099
H 0.318 0.984 0.377  0.026
H -3.496 1.918 -0.054  0.019
H 2.349 -0.167 0.600  0.070
H -0.075 2.385 -0.468  0.086
H 2.180 -1.804 -0.844  0.106
H 0.399 -1.358 -2.037  0.058
H -2.042 1.176 1.365  0.107
H -0.594 -1.019 -0.744  0.051

E   -301.2002 a.u.
Energy above the lowest of the compared OMol25 structures with the same formula, charge and spin   17.5 kcal/mol
F_max   1.63 eV/Å
SMILES   [H]/N=C/N.NCN
HOMO energy   -8.831 eV


What is the formula in the third record? CH3N5O2


Among the records above, which one has the highest F_max? C6H14DyO3


Which of these has the lowest energy above the lowest of the compared OMol25 structures with the same formula, charge and spin? C6H9F


E of number 2 (C6H12N3O)? -475.0308 a.u.